[1]
16
Properties=species:S:1:pos:R:3:forces:R:3:lowdin_charge:R:1 method="wB97M-V/def2-TZVPD" e_tot_ha=-1758.3507 relative_energy_ev=2.190 homo_energy_ev="-12.71 / -13.12" total_charge=+1 spin_multiplicity=6
Fe 2.887 0.267 -1.063 -1.73 -0.26 -0.55 1.048
O -0.949 -0.629 3.493 -0.11 0.17 -0.64 0.179
O -3.016 -0.324 2.633 -0.34 0.17 -0.27 0.203
O 1.765 1.072 0.177 0.02 0.33 0.35 -0.216
O -1.328 0.042 1.357 0.44 0.40 -0.97 0.112
C 1.104 -0.416 -2.031 0.51 -0.64 -0.39 -0.194
C -0.062 -0.149 0.977 -0.04 -0.13 -0.98 0.022
C -1.704 -0.341 2.612 0.05 -0.77 1.30 -0.580
C 0.996 0.212 -3.215 0.67 0.36 -0.02 -0.057
C 0.494 0.813 0.067 0.28 0.26 1.70 -0.180
H -0.181 1.625 -0.249 0.25 -0.42 -0.36 0.158
H 1.073 1.303 -3.303 0.08 -0.31 -0.01 0.061
H 0.943 -0.329 -4.168 -0.56 0.13 0.31 0.074
H 0.893 -1.494 -2.021 0.25 0.20 0.04 0.045
H -3.341 -0.559 3.513 0.15 -0.02 0.10 0.161
H 0.427 -1.096 1.220 0.06 0.52 0.40 0.164

---

[2]
137
Properties=species:S:1:pos:R:3:forces:R:3:lowdin_charge:R:1 method="wB97M-V/def2-TZVPD" e_tot_ha=-2766.6404 relative_energy_ev=4.455 homo_energy_ev=-9.26
O 2.021 -5.296 -6.590 1.54 -0.94 2.47 -0.175
O -6.872 -3.631 -5.776 -0.10 0.19 -0.16 -0.054
O -2.305 -1.515 -1.216 -1.30 0.40 -0.14 -0.185
O 4.244 -2.483 -1.165 -0.34 1.32 0.74 -0.088
O -5.419 4.243 3.193 0.76 -1.14 -0.55 -0.098
O -0.191 6.454 4.544 -0.25 -0.34 0.25 -0.205
O -0.425 -7.237 0.617 -0.70 0.23 -0.98 -0.093
O 3.851 4.634 0.649 -0.42 -0.13 1.85 -0.198
O 0.560 2.868 -3.694 -0.79 -0.64 -0.46 -0.065
O -3.790 4.099 0.640 0.29 0.08 -1.02 -0.041
O -6.862 -5.363 -2.374 -0.06 0.09 -0.28 -0.045
O -2.816 0.175 -8.393 -0.10 -0.22 -0.02 -0.052
O 4.069 0.502 -1.564 -1.66 -0.37 -1.02 -0.085
O 5.578 -4.950 4.565 -0.08 -0.69 0.44 -0.053
O -3.190 -8.818 1.145 0.34 0.41 0.81 -0.054
O 4.005 -1.805 3.762 0.10 0.13 0.61 -0.065
O -1.908 2.940 -5.500 -0.15 0.04 -1.12 -0.067
O -5.799 -2.452 0.824 1.43 -0.31 -0.55 -0.042
O -6.098 0.465 1.406 -0.15 -1.36 0.81 -0.062
N -1.505 9.800 5.421 -0.84 -0.41 0.78 0.016
N 2.726 -6.521 -3.022 -0.23 0.59 1.37 0.021
N 6.156 5.396 3.624 -0.94 -1.06 0.85 0.019
N 0.429 -2.769 1.045 -0.78 0.75 -1.02 0.045
C 4.510 -4.055 4.430 0.33 1.13 0.48 -0.286
C 5.039 -2.771 3.861 -0.20 -0.07 -1.99 -0.259
C -0.718 -1.927 0.566 -0.21 0.27 1.01 -0.407
C -2.882 -7.540 0.617 -1.76 0.67 -1.31 -0.274
C 3.352 -5.441 -7.109 -0.82 0.63 -1.57 -0.127
C -1.108 8.688 4.535 0.41 1.37 0.36 -0.395
C -1.618 -7.582 -0.182 1.58 -0.14 1.25 -0.199
C -0.441 -0.473 0.993 -0.54 -0.52 -0.93 -0.062
C 5.274 -0.177 -1.326 -0.52 -0.49 0.72 -0.228
C -1.074 7.313 5.272 0.25 0.17 -0.69 -0.180
C 2.171 -7.922 -4.888 1.20 -0.04 -0.84 -0.059
C 5.228 -1.680 -1.838 -0.03 0.23 0.24 -0.200
C -1.061 -2.073 -0.937 0.59 -0.60 0.55 -0.229
C 5.675 6.975 1.893 -2.04 -1.21 -0.83 -0.053
C 2.781 -6.592 -4.460 -1.00 0.16 -0.66 -0.464
C -6.737 -0.660 2.074 -1.56 0.00 -0.28 -0.219
C -2.954 -1.897 -2.430 1.04 0.16 -0.61 -0.084
C 5.105 5.750 2.684 0.53 0.83 -1.30 -0.419
C -0.059 5.164 5.113 0.16 -0.33 0.15 -0.117
C -6.970 -1.804 1.094 -2.04 0.64 0.26 -0.305
C 0.258 9.100 3.974 0.38 -1.03 -0.77 -0.067
C -4.920 5.303 2.332 -1.22 0.22 2.03 -0.224
C 4.647 4.460 1.870 0.65 0.63 -1.35 -0.165
C -0.623 2.047 -3.651 -1.36 0.66 0.61 -0.231
C -1.874 2.837 -4.111 1.25 -0.27 0.59 -0.251
C 2.099 -5.358 -5.112 -0.09 0.43 -0.25 -0.162
C -3.600 5.001 1.685 -0.40 -0.21 1.29 -0.265
C 2.482 4.898 1.024 0.18 1.19 -0.74 -0.107
H 1.785 -6.562 -2.659 -0.58 0.49 -0.25 0.066
H -6.688 -6.289 -2.205 0.01 -0.25 -0.01 0.030
H -3.047 -6.718 1.315 0.91 -0.08 0.57 0.127
H -1.551 -8.627 -0.485 0.19 -0.03 -0.31 0.116
H -6.222 4.508 3.648 0.05 0.28 -0.22 0.076
H 4.076 -3.360 -1.516 0.51 0.16 -0.56 0.073
H 5.437 7.868 2.472 0.92 -0.02 0.15 0.075
H 0.359 8.665 2.980 0.30 -0.38 0.09 0.072
H 7.030 5.143 3.186 0.13 0.42 -0.62 0.068
H 4.034 -4.645 -6.809 -0.01 0.00 0.57 0.088
H 0.442 10.155 3.772 -0.57 0.21 0.52 0.072
H 0.440 -0.139 0.445 0.22 0.22 0.31 0.073
H 3.343 -2.250 3.227 -0.42 0.36 -0.17 0.076
H -0.340 -0.375 2.074 0.24 -0.10 -0.16 0.073
H -1.088 -3.144 -1.137 0.05 -0.33 -0.18 0.113
H 1.061 8.720 4.605 0.04 0.07 -0.07 0.081
H -7.707 -2.545 1.405 0.11 0.02 0.93 0.121
H 0.254 5.193 6.156 0.22 0.29 0.17 0.085
H 1.029 -2.779 0.232 0.80 -0.24 0.08 0.057
H 2.105 -8.026 -5.971 -0.30 0.08 -0.07 0.073
H 4.186 3.655 2.442 -0.37 0.42 0.72 0.115
H 0.668 4.571 4.560 0.24 0.45 -0.16 0.082
H 1.274 2.236 -3.585 0.38 0.19 0.02 0.078
H 5.297 -3.001 2.827 0.64 -0.11 -0.19 0.116
H -6.135 -4.171 -6.061 0.18 -0.10 -0.09 0.027
H -0.269 -1.640 -1.548 0.24 0.21 -0.22 0.126
H -5.713 5.483 1.606 0.34 0.41 -0.36 0.123
H 1.096 -5.191 -4.721 -0.33 -0.55 -0.29 0.119
H -2.577 0.841 -7.749 0.01 0.24 0.29 0.016
H -6.181 1.181 2.040 0.24 0.31 -0.08 0.070
H 5.403 -0.140 -0.244 0.48 -0.59 0.19 0.111
H -4.840 6.112 3.058 0.28 0.74 -0.59 0.112
H -2.312 0.403 -9.174 0.10 0.03 -0.21 0.027
H -2.891 4.568 2.391 -0.04 0.00 0.49 0.119
H 1.862 4.094 1.420 0.64 -0.54 0.26 0.082
H -7.128 -4.000 -4.931 -0.07 -0.13 0.34 0.011
H 2.928 -8.646 -4.585 -0.36 -0.53 0.17 0.076
H -6.270 -1.082 2.964 0.94 0.34 -0.10 0.120
H 0.154 -3.728 1.199 -0.24 -0.18 -0.11 0.055
H -1.010 3.100 -5.800 0.12 0.20 -0.08 0.082
H 5.072 -1.721 -2.916 -0.12 0.28 -0.11 0.108
H -2.067 6.862 5.277 -0.32 0.01 -0.05 0.113
H 5.847 4.496 3.964 0.14 -0.29 0.98 0.060
H -2.754 -8.798 2.001 -0.17 -0.63 0.29 0.082
H 5.946 -2.369 4.314 -0.41 -0.02 0.51 0.130
H -7.482 -1.445 0.201 0.31 0.59 -0.46 0.118
H -1.822 3.823 -3.648 -0.11 0.19 0.15 0.116
H -3.708 -7.292 -0.049 -0.07 -0.35 -0.57 0.112
H -2.675 -1.270 -3.277 0.12 0.75 0.13 0.074
H 3.061 -7.395 -2.641 0.71 -0.12 -0.04 0.070
H -4.042 -1.850 -2.375 0.17 -0.18 0.54 0.087
H -0.359 -7.775 1.410 -0.23 -0.25 -0.09 0.067
H -0.778 7.390 6.318 0.35 0.32 0.08 0.120
H -1.283 0.135 0.662 -0.02 0.18 0.02 0.068
H -7.704 -0.327 2.451 -0.30 0.12 -0.15 0.113
H 4.254 6.214 3.183 -0.07 -0.54 0.53 0.118
H -0.823 1.759 -2.618 0.15 -0.24 0.18 0.109
H -5.233 -1.692 0.673 1.07 -0.33 -0.39 0.081
H -3.165 5.971 1.444 -0.02 -0.19 -0.99 0.124
H -1.624 -2.243 1.082 -0.04 -0.18 0.16 0.129
H 1.933 5.254 0.152 0.31 -0.15 -0.34 0.084
H -0.566 1.151 -4.269 0.33 -0.06 -0.10 0.117
H -2.506 9.923 5.472 -0.18 -0.31 0.16 0.061
H 4.020 1.377 -1.173 0.45 -0.10 0.20 0.081
H -4.322 3.389 1.007 -0.01 -0.26 -0.10 0.079
H 2.614 -4.478 -4.725 0.46 0.23 -0.29 0.109
H 1.212 -8.125 -4.411 0.05 0.12 -0.05 0.082
H 5.006 7.070 1.038 0.14 0.13 -0.45 0.063
H -1.168 10.722 5.181 0.47 -0.34 -0.41 0.058
H -6.700 -4.932 -1.535 0.06 0.24 0.24 0.026
H 3.763 -4.498 3.770 -0.38 0.25 -0.06 0.124
H 6.683 6.836 1.504 0.05 0.25 0.41 0.076
H -2.807 2.356 -3.815 0.19 -0.15 0.20 0.121
H -0.945 4.529 5.111 -0.67 0.39 -0.23 0.080
H 2.453 5.754 1.698 -0.04 -0.11 0.38 0.076
H 4.086 -3.786 5.397 -0.36 -0.30 0.21 0.124
H 3.854 -6.520 -4.635 -0.01 -0.32 -0.69 0.128
H -1.825 8.604 3.718 0.01 -0.14 -0.22 0.122
H 5.132 -5.653 5.043 0.74 -0.64 0.09 0.084
H -2.594 -2.849 -2.820 -0.29 -0.63 0.59 0.080
H 6.186 -2.158 -1.633 0.39 0.41 -0.05 0.106
H 6.038 0.468 -1.761 0.73 -0.87 -0.36 0.112
H 3.830 -6.417 -7.036 -0.25 -0.15 0.61 0.080
H -1.578 -6.957 -1.073 -0.10 0.22 0.32 0.117
H 3.222 -5.284 -8.180 0.03 -0.03 -0.14 0.085
H 5.582 3.991 1.564 0.16 0.12 -0.49 0.110